116
Properties=species:S:1:pos:R:3:mulliken_charge:R:1 method="wB97M-V/def2-TZVPD" spin_multiplicity=2 charge=+1 homo_energy_ha="-0.38258 / -0.38248" orbital_gap_ev="7.85 / 7.03"
Ru -0.425 -0.973 -0.365 1.299
C 3.727 -5.531 4.759 -1.675
C 2.535 -5.016 4.001 0.862
C 1.501 -5.877 3.645 -0.805
C 0.400 -5.420 2.935 -0.773
C 0.336 -4.083 2.584 -0.528
C 1.354 -3.201 2.924 -0.269
C 2.444 -3.673 3.633 -0.946
S -1.037 -3.451 1.676 1.407
O -2.006 -4.492 1.480 -0.834
O -1.438 -2.256 2.358 -0.499
N -0.332 -2.965 0.278 0.178
C -0.624 -3.438 -0.969 0.814
C -1.175 -4.682 -1.270 -1.245
C -1.462 -4.878 -2.601 -0.582
C -1.241 -3.850 -3.542 -1.025
C -0.713 -2.652 -3.125 -0.321
N -0.339 -2.470 -1.848 0.562
H 4.348 -6.162 4.119 0.330
H 3.417 -6.138 5.609 0.454
H 4.346 -4.716 5.130 0.355
H 1.554 -6.920 3.932 0.450
H -0.409 -6.085 2.666 0.574
H 1.281 -2.158 2.637 0.457
H 3.235 -2.989 3.919 0.517
H -1.402 -5.397 -0.498 0.591
H -1.892 -5.816 -2.928 0.464
H -1.480 -3.993 -4.585 0.476
H -0.542 -1.833 -3.810 0.370
C -4.384 -0.977 1.666 -1.301
C -4.510 -0.121 0.417 0.952
O -5.853 0.294 0.183 -0.637
P -3.528 1.400 0.507 0.161
O -3.876 2.192 1.843 -0.459
O -4.066 2.347 -0.629 -0.636
O -2.077 1.088 0.449 -0.569
P -3.801 -0.874 -1.103 0.716
O -4.841 -2.081 -1.279 -0.574
O -3.895 0.151 -2.184 -0.989
O -2.441 -1.482 -0.838 0.396
H -4.882 -0.478 2.498 0.353
H -3.343 -1.170 1.917 -0.155
H -4.869 -1.940 1.497 0.387
H -6.340 -0.444 -0.206 0.451
H -4.775 2.554 1.842 0.411
H -4.213 1.780 -1.434 0.522
H -4.538 -2.789 -1.860 0.398
C 5.424 -3.466 1.089 -1.125
C 4.390 -3.515 -0.032 -0.319
C 3.527 -2.297 -0.093 0.136
N 2.275 -2.317 -0.349 -1.050
N 1.703 -1.071 -0.361 1.734
C 2.556 -0.098 -0.134 -0.055
N 2.256 1.210 -0.202 0.091
S 4.155 -0.678 0.160 -0.223
H 6.019 -4.378 1.092 0.393
H 4.940 -3.371 2.060 0.194
H 6.113 -2.629 0.965 0.416
H 3.715 -4.362 0.097 0.254
H 4.888 -3.643 -0.997 0.287
H 1.279 1.453 -0.120 -0.890
H 2.896 1.886 0.186 0.431
O 0.305 0.016 1.514 0.101
S 0.236 0.855 2.775 0.600
C -0.376 2.531 2.438 -0.389
C 0.538 3.312 1.548 -0.180
C 0.108 3.722 0.290 0.094
C 0.945 4.470 -0.529 -0.640
C 2.218 4.812 -0.097 -0.572
C 2.652 4.411 1.164 -0.974
C 1.816 3.665 1.980 -0.196
C -1.132 0.303 3.827 0.033
C -1.135 1.088 5.110 -0.044
C -2.171 1.968 5.405 0.121
C -2.156 2.698 6.585 -0.767
C -1.103 2.559 7.477 -0.493
C -0.065 1.683 7.189 -0.912
C -0.083 0.950 6.012 -0.141
H -0.400 2.960 3.443 0.813
H -1.388 2.469 2.051 -0.248
H -0.894 3.464 -0.039 0.428
H 0.597 4.794 -1.501 0.526
H 2.867 5.402 -0.730 0.432
H 3.634 4.697 1.516 0.428
H 2.148 3.370 2.969 0.443
H -0.938 -0.754 3.984 0.639
H -2.049 0.403 3.254 -0.482
H -2.988 2.077 4.704 0.421
H -2.970 3.374 6.810 0.424
H -1.093 3.127 8.397 0.406
H 0.754 1.565 7.885 0.413
H 0.721 0.256 5.795 0.504
N 1.196 2.673 -6.467 0.054
C 0.976 3.642 -7.422 0.748
C 1.633 3.961 -8.608 -1.036
C 1.121 5.020 -9.326 -0.419
C -0.005 5.740 -8.884 -0.479
C -0.649 5.419 -7.711 -0.811
C -0.146 4.348 -6.967 0.479
N -0.589 3.817 -5.773 -0.579
C 0.223 2.831 -5.511 -0.180
C 0.109 1.992 -4.318 1.229
C 0.984 0.946 -4.032 -1.367
C 0.814 0.217 -2.876 -1.372
N -0.164 0.465 -1.993 1.190
C -1.022 1.455 -2.277 -0.979
C -0.918 2.231 -3.414 -0.621
H 1.920 1.979 -6.485 0.155
H 2.498 3.410 -8.953 0.388
H 1.595 5.307 -10.255 0.390
H -0.367 6.562 -9.486 0.390
H -1.515 5.966 -7.366 0.445
H 1.804 0.682 -4.686 0.360
H 1.475 -0.605 -2.641 0.762
H -1.806 1.621 -1.564 0.383
H -1.633 3.017 -3.606 0.720

106
Properties=species:S:1:pos:R:3:mulliken_charge:R:1 method="wB97M-V/def2-TZVPD" relative_energy_kcal_mol=0.0 charge=+2 homo_energy_ha=-0.47018 orbital_gap_ev=6.98
Tl 0.089 1.040 -0.750 1.532
O 1.583 -3.101 -1.511 -0.889
S 0.928 -2.273 -0.452 1.691
C -0.458 -3.210 0.176 0.213
C -0.220 -4.423 0.817 -0.765
C -1.284 -5.188 1.253 -0.873
C -2.586 -4.741 1.048 -0.925
C -2.816 -3.542 0.399 -0.152
C -1.756 -2.753 -0.053 -0.704
P -2.068 -1.180 -0.937 1.972
C -3.529 -0.512 -0.077 0.040
C -4.840 -0.874 -0.394 -0.643
C -5.902 -0.375 0.344 -0.760
C -5.672 0.488 1.408 -0.836
C -4.374 0.861 1.729 -1.068
C -3.314 0.367 0.984 0.342
C -2.680 -1.741 -2.551 0.175
C -3.378 -0.848 -3.364 -0.444
C -3.767 -1.223 -4.641 -0.790
C -3.454 -2.489 -5.121 -0.721
C -2.749 -3.377 -4.322 -0.638
C -2.361 -3.006 -3.041 -0.620
C 1.966 -2.321 1.003 -0.144
C 2.928 -3.316 1.059 -0.377
C 3.616 -3.527 2.247 -0.911
C 3.298 -2.777 3.370 -0.869
C 2.362 -1.755 3.286 -0.775
C 1.722 -1.463 2.082 -0.374
P 0.638 0.015 1.995 1.012
C -0.556 -0.288 3.343 0.658
C -1.546 -1.252 3.154 -0.289
C -2.423 -1.571 4.177 -0.696
C -2.322 -0.928 5.404 -0.863
C -1.340 0.031 5.601 -0.757
C -0.458 0.352 4.578 -0.651
C 1.597 1.413 2.671 1.277
C 2.875 1.362 3.222 -0.917
C 3.438 2.493 3.798 -0.647
C 2.724 3.681 3.853 -0.576
C 1.451 3.744 3.303 -1.097
C 0.904 2.625 2.696 -0.416
H 0.791 -4.774 0.966 0.638
H -1.103 -6.132 1.750 0.440
H -3.422 -5.336 1.392 0.480
H -3.834 -3.207 0.249 0.484
H -5.035 -1.539 -1.226 0.479
H -6.914 -0.663 0.090 0.482
H -6.503 0.873 1.982 0.441
H -4.189 1.534 2.555 0.555
H -2.303 0.657 1.255 0.232
H -3.627 0.145 -3.006 0.386
H -4.315 -0.527 -5.261 0.458
H -3.765 -2.782 -6.115 0.436
H -2.506 -4.364 -4.691 0.463
H -1.811 -3.713 -2.430 0.396
H 3.105 -3.927 0.182 0.638
H 4.368 -4.302 2.306 0.462
H 3.788 -2.977 4.313 0.468
H 2.133 -1.172 4.170 0.724
H -1.635 -1.764 2.207 0.434
H -3.185 -2.321 4.015 0.513
H -3.006 -1.174 6.204 0.433
H -1.252 0.531 6.556 0.472
H 0.300 1.102 4.754 0.384
H 3.448 0.446 3.205 0.393
H 4.433 2.438 4.220 0.464
H 3.158 4.555 4.321 0.434
H 0.883 4.664 3.352 0.515
H -0.095 2.689 2.272 0.350
C 1.415 5.281 0.293 -1.308
P 1.392 3.977 -0.985 1.057
C 0.999 4.967 -2.468 -1.362
C 3.178 3.626 -1.187 -1.358
C 3.396 2.347 -2.006 -0.672
P 2.767 0.814 -1.224 1.063
C 3.854 0.650 0.216 -0.992
C 3.346 -0.487 -2.352 -1.373
H 2.034 6.123 -0.026 0.523
H 1.813 4.884 1.225 0.112
H 0.404 5.647 0.476 0.425
H 1.629 5.857 -2.504 0.455
H -0.046 5.273 -2.441 0.407
H 1.146 4.379 -3.374 0.298
H 3.616 3.533 -0.190 0.368
H 3.672 4.471 -1.673 0.636
H 4.464 2.169 -2.165 0.652
H 2.924 2.426 -2.986 0.249
H 4.883 0.807 -0.114 0.770
H 3.767 -0.349 0.644 0.156
H 3.605 1.378 0.982 -0.080
H 3.280 -0.137 -3.380 0.472
H 2.772 -1.408 -2.252 0.226
H 4.392 -0.693 -2.119 0.583
Cl -1.597 2.684 -3.054 -0.109
C -1.632 2.215 -1.368 -0.845
H -2.500 1.597 -1.178 0.136
H -1.616 3.099 -0.738 0.686
N 1.829 0.979 -6.324 -0.695
N 1.169 0.427 -5.244 1.185
N 0.723 -0.803 -5.255 -1.031
C 0.275 -0.920 -4.007 -0.951
N 0.463 0.197 -3.303 0.612
N 1.053 1.059 -4.123 -0.412
H 1.585 0.426 -7.136 0.317
H 1.543 1.947 -6.404 0.262
H -0.171 -1.822 -3.629 0.762

107
Properties=species:S:1:pos:R:3:mulliken_charge:R:1 method="wB97M-V/def2-TZVPD" relative_energy_kcal_mol=11.9 spin_multiplicity=2 charge=+1 homo_energy_ha="-0.31555 / -0.31594" orbital_gap_ev="5.39 / 5.40"
Pd -0.671 0.700 1.160 0.689
C -0.668 -7.419 0.242 -0.936
C -1.045 -6.638 1.490 -1.012
N -1.410 -5.250 1.203 0.166
C -0.461 -4.285 1.324 -0.046
C -0.601 -2.962 1.054 -0.306
C 0.681 -2.153 1.247 0.042
O 1.710 -2.799 1.395 -0.735
O 0.628 -0.877 1.254 -0.766
C -1.893 -2.493 0.595 1.075
O -2.224 -1.343 0.350 -0.511
C -2.914 -3.580 0.395 0.658
C -4.153 -3.226 -0.121 -0.699
C -5.110 -4.175 -0.339 0.350
F -6.290 -3.812 -0.899 -0.348
C -4.886 -5.522 -0.028 -1.543
C -3.658 -5.874 0.495 -0.521
C -2.654 -4.916 0.698 0.075
N -5.861 -6.544 -0.230 0.271
C -5.536 -7.602 -1.176 -0.544
C -6.072 -8.925 -0.609 -0.765
N -7.146 -8.577 0.391 -0.165
C -8.067 -7.534 -0.181 -0.667
C -7.278 -6.214 -0.288 -0.719
H -0.415 -8.448 0.500 0.379
H 0.198 -6.967 -0.241 0.331
H -1.483 -7.434 -0.485 0.253
H -0.205 -6.599 2.180 0.489
H -1.864 -7.111 2.034 0.408
H 0.514 -4.617 1.660 0.549
H -4.333 -2.188 -0.376 0.724
H -3.487 -6.910 0.756 0.555
H -4.460 -7.672 -1.309 0.450
H -5.975 -7.402 -2.161 0.299
H -5.315 -9.494 -0.073 0.411
H -6.528 -9.556 -1.368 0.374
H -6.676 -8.157 1.197 0.378
H -7.650 -9.406 0.700 0.318
H -8.938 -7.450 0.464 0.372
H -8.382 -7.912 -1.151 0.345
H -7.522 -5.554 0.543 0.495
H -7.574 -5.714 -1.213 0.440
C -4.319 0.566 2.583 -0.694
N -3.683 1.756 3.146 0.414
C -4.269 3.001 3.279 -0.643
C -3.310 3.838 3.731 -0.336
N -2.160 3.088 3.870 0.387
C -0.838 3.611 4.218 -1.013
C -2.398 1.823 3.512 -0.408
Se -1.142 0.432 3.529 -0.252
H -5.299 0.858 2.216 0.300
H -4.412 -0.201 3.348 0.336
H -3.712 0.180 1.763 0.152
H -5.299 3.179 3.027 0.484
H -3.338 4.889 3.954 0.512
H -0.941 4.682 4.371 0.339
H -0.157 3.415 3.392 0.356
H -0.475 3.132 5.122 0.327
C 4.104 10.104 2.174 -1.524
C 3.180 8.970 1.819 0.629
C 2.101 9.161 0.967 -0.853
C 1.237 8.126 0.630 0.582
C 0.099 8.430 -0.311 -1.355
C 1.464 6.844 1.167 -0.085
Te 0.031 5.329 0.817 0.807
N -1.313 2.523 1.009 -0.209
C -1.600 2.133 -0.254 1.407
O -0.706 1.487 -0.881 -0.912
C -2.970 2.297 -0.813 0.022
C -3.361 1.576 -1.934 -0.277
C -4.649 1.714 -2.423 -0.861
C -5.545 2.580 -1.795 -0.462
C -5.144 3.310 -0.684 -0.985
C -3.852 3.167 -0.193 0.017
C 0.391 4.914 -1.201 0.049
C -0.627 5.218 -2.099 -0.288
C -0.489 4.915 -3.448 -0.863
C 0.679 4.318 -3.891 -0.659
C 1.691 4.014 -2.991 -0.737
C 1.567 4.292 -1.633 0.742
C 2.679 3.917 -0.690 -1.235
C 2.554 6.624 2.016 1.107
C 2.941 5.293 2.611 -1.733
C 3.388 7.699 2.324 -0.733
H 3.769 11.040 1.731 0.343
H 5.118 9.908 1.820 0.332
H 4.158 10.241 3.256 0.348
H 1.924 10.146 0.548 0.258
H 0.171 9.454 -0.673 0.393
H -0.868 8.304 0.181 0.280
H 0.107 7.762 -1.173 0.170
H -2.645 0.909 -2.398 0.508
H -4.958 1.157 -3.298 0.473
H -6.548 2.696 -2.184 0.438
H -5.830 4.003 -0.213 0.475
H -3.520 3.747 0.664 0.599
H -1.531 5.696 -1.742 0.549
H -1.287 5.151 -4.142 0.439
H 0.805 4.083 -4.940 0.403
H 2.595 3.534 -3.345 0.376
H 3.395 3.262 -1.182 0.490
H 2.287 3.400 0.188 0.182
H 3.211 4.804 -0.335 0.212
H 2.190 4.521 2.459 -0.011
H 3.123 5.399 3.681 0.526
H 3.870 4.937 2.160 0.330
H 4.234 7.525 2.983 0.428

101
Properties=species:S:1:pos:R:3:mulliken_charge:R:1 method="wB97M-V/def2-TZVPD" charge=+2 homo_energy_ha="-0.43883 / -0.42761" orbital_gap_ev="4.30 / 3.85"
Au 0.309 -0.003 0.234 1.767
C -0.513 -0.459 5.150 -1.276
Si 0.563 -0.627 3.635 0.338
C 1.923 -1.883 3.857 -0.755
C 1.246 1.070 3.269 -0.510
N -0.392 -1.124 2.190 0.130
C -1.256 -2.133 2.179 0.745
C -1.395 -3.073 3.257 -0.633
C -2.281 -4.115 3.204 -1.211
C -3.101 -4.291 2.082 -0.538
C -3.018 -3.412 1.006 -1.147
C -2.123 -2.380 1.062 0.280
F -2.083 -1.526 0.030 0.186
H -0.001 0.226 5.831 0.421
H -0.676 -1.386 5.698 0.384
H -1.490 -0.024 4.931 0.368
H 2.396 -1.735 4.830 0.506
H 2.698 -1.773 3.099 -0.018
H 1.552 -2.909 3.816 0.319
H 1.837 1.386 4.133 0.580
H 0.456 1.813 3.138 0.057
H 1.910 1.105 2.406 -0.074
H -0.755 -2.959 4.117 0.313
H -2.348 -4.806 4.033 0.471
H -3.805 -5.111 2.048 0.446
H -3.648 -3.518 0.133 0.538
C 3.028 -0.580 -1.965 -1.149
C 1.851 -0.948 -2.852 -1.077
As 0.264 0.043 -2.291 1.053
C -1.218 -0.794 -3.171 0.985
C -1.319 -2.182 -3.093 -0.671
C -2.397 -2.825 -3.681 -0.781
C -3.376 -2.085 -4.332 -0.619
C -3.280 -0.703 -4.397 -0.858
C -2.202 -0.051 -3.816 -0.448
C 0.527 1.793 -3.030 0.468
C 0.851 2.845 -2.179 -0.117
C 1.084 4.110 -2.698 -0.918
C 0.993 4.322 -4.067 -0.663
C 0.680 3.270 -4.919 -0.802
C 0.450 2.003 -4.405 -0.749
As 2.594 -0.973 -0.100 0.377
C 2.672 -2.889 -0.050 0.510
C 3.845 -3.556 -0.399 -0.564
C 3.872 -4.942 -0.404 -0.824
C 2.731 -5.661 -0.070 -0.606
C 1.562 -4.998 0.272 -0.809
C 1.531 -3.611 0.284 -0.150
C 4.073 -0.261 0.892 0.918
C 4.281 1.115 0.833 -0.555
C 5.335 1.682 1.532 -0.733
C 6.172 0.877 2.293 -0.656
C 5.962 -0.493 2.353 -0.815
C 4.911 -1.069 1.651 -0.442
H 3.278 0.481 -2.035 0.605
H 3.918 -1.152 -2.227 0.745
H 1.624 -2.014 -2.786 0.531
H 2.036 -0.703 -3.899 0.654
H -0.564 -2.766 -2.578 0.269
H -2.470 -3.903 -3.637 0.481
H -4.214 -2.589 -4.794 0.423
H -4.041 -0.129 -4.908 0.466
H -2.129 1.028 -3.879 0.384
H 0.928 2.673 -1.110 0.159
H 1.339 4.929 -2.038 0.498
H 1.172 5.308 -4.473 0.447
H 0.617 3.437 -5.986 0.468
H 0.207 1.187 -5.076 0.500
H 4.741 -3.002 -0.657 0.431
H 4.783 -5.461 -0.670 0.448
H 2.757 -6.742 -0.076 0.433
H 0.675 -5.561 0.532 0.525
H 0.622 -3.088 0.556 0.083
H 3.624 1.747 0.243 0.285
H 5.503 2.750 1.483 0.453
H 6.995 1.320 2.838 0.408
H 6.619 -1.118 2.942 0.449
H 4.755 -2.140 1.697 0.455
C -0.835 3.541 1.130 -1.371
As -1.457 1.775 0.611 0.629
C -2.737 1.322 1.985 -1.238
C -2.565 2.051 -0.978 0.091
C -3.551 3.170 -0.829 -0.127
C -3.230 4.447 -1.284 -0.082
C -4.122 5.497 -1.128 -0.766
C -5.348 5.281 -0.515 -0.531
C -5.682 4.009 -0.070 -0.830
C -4.790 2.960 -0.227 -0.301
H 0.250 3.588 1.100 0.313
H -1.175 3.751 2.143 0.520
H -1.263 4.282 0.457 0.509
H -3.454 2.135 2.085 0.575
H -2.219 1.171 2.929 0.142
H -3.256 0.405 1.709 0.347
H -3.047 1.090 -1.170 0.610
H -1.871 2.252 -1.795 -0.327
H -2.279 4.615 -1.781 0.481
H -3.865 6.482 -1.493 0.436
H -6.046 6.098 -0.396 0.407
H -6.645 3.833 0.391 0.423
H -5.068 1.965 0.102 0.496